Entry 1:
C36H57BaBrN4O8P2 | ωB97M-V/def2-TZVPD

Calculated values
charge	+2
LUMO level	-3.899	eV

Each line ends with the Mulliken charge.
Atoms and positions in Å:
Ba: -0.0493 -0.6269 0.6303  1.048
C: -0.4231 3.2542 -0.7992  -0.437
C: 0.9183 3.1251 -1.1192  -0.599
C: 1.8637 3.0283 -0.1090  -0.554
C: 1.4665 3.0601 1.2194  -0.595
C: 0.1238 3.1924 1.5407  -0.064
C: -0.8207 3.2897 0.5313  -0.615
H: -1.1526 3.3608 -1.5901  0.489
H: 1.2293 3.1260 -2.1546  0.543
H: 2.9148 2.9560 -0.3570  0.540
H: 2.2093 3.0127 2.0040  0.461
H: -0.1772 3.2502 2.5774  0.405
H: -1.8644 3.4344 0.7781  0.460
C: -3.0245 0.7548 -1.3986  -0.696
O: -1.9952 -0.2214 -1.4798  0.773
C: -2.2053 -1.2561 -2.3590  -0.336
C: -3.2643 -1.2943 -3.2547  -0.726
C: -3.3943 -2.3650 -4.1384  -0.874
Br: -4.8502 -2.3910 -5.3400  -0.171
C: -2.4663 -3.3844 -4.1463  -1.119
C: -1.3861 -3.3622 -3.2565  1.502
C: -1.2687 -2.3066 -2.3329  -0.275
O: -0.2630 -2.2558 -1.4286  1.192
C: -0.3733 -4.4147 -3.2755  0.002
N: 0.6874 -4.4146 -2.4891  -0.022
C: 1.4013 -5.5499 -2.8178  0.303
C: 2.5918 -6.0586 -2.2978  -0.728
C: 3.0697 -7.2319 -2.8385  -0.610
C: 2.3936 -7.8960 -3.8709  -0.520
C: 1.2149 -7.4123 -4.3990  -1.095
C: 0.7337 -6.2296 -3.8517  0.454
N: -0.3856 -5.4745 -4.1293  -0.043
H: -3.1212 1.3041 -2.3403  0.384
H: -2.7158 1.4452 -0.6143  -0.273
H: -3.9793 0.2926 -1.1328  0.500
H: -3.9929 -0.5002 -3.2810  0.687
H: -2.5843 -4.1905 -4.8527  0.501
H: 0.3048 -3.0739 -1.5701  0.220
H: 3.1193 -5.5541 -1.5031  0.447
H: 3.9905 -7.6558 -2.4640  0.433
H: 2.8094 -8.8118 -4.2646  0.401
H: 0.7013 -7.9275 -5.1951  0.429
H: -1.0693 -5.6677 -4.8379  0.197
N: 2.6620 -1.4341 0.8442  0.118
C: 3.3854 -2.2164 -0.1570  -0.380
C: 3.8002 -1.3994 -1.3693  -1.059
C: 2.7084 -1.0021 -2.3534  -0.518
N: 1.7972 0.0277 -1.8427  -0.138
H: 3.2417 -0.6713 1.1844  0.179
H: 2.4738 -2.0027 1.6603  -0.231
H: 2.7301 -3.0341 -0.4740  0.045
H: 4.2854 -2.6774 0.2794  0.503
H: 4.5291 -1.9931 -1.9230  0.477
H: 4.3519 -0.5138 -1.0387  0.340
H: 2.1129 -1.8856 -2.5953  0.180
H: 3.1882 -0.6937 -3.2915  0.429
H: 1.1396 0.2955 -2.5682  0.186
H: 2.3239 0.8697 -1.6360  0.074
C: -3.6623 -4.4856 4.7452  -1.303
C: -3.3762 -4.5237 3.2638  0.488
C: -4.3107 -3.7066 2.4165  -0.844
O: -1.9595 -4.1023 3.0534  -0.196
P: -1.3292 -2.7170 2.7088  -0.426
O: -1.7867 -1.9720 1.4974  -0.815
C: -1.4770 -1.5736 4.1347  0.405
P: -1.0095 0.1542 3.7223  -1.311
O: 0.2214 0.0386 2.8840  -0.349
O: -0.9270 0.9899 5.0379  0.056
C: 0.1631 0.8270 6.0356  1.176
C: 0.9044 2.1430 6.0764  -1.377
C: -0.4949 0.4309 7.3377  -1.408
O: -2.1357 0.7874 2.8370  0.357
C: -3.4647 1.3374 3.1971  0.565
C: -4.2083 0.4241 4.1416  -1.031
C: -3.2934 2.7489 3.7148  -1.199
O: 0.2284 -2.9875 2.5326  -0.090
C: 0.9155 -3.7942 3.5809  0.445
C: 1.3490 -5.0859 2.9283  -1.540
C: 2.0476 -2.9586 4.1442  -1.650
H: -4.6273 -4.9566 4.9260  0.457
H: -3.7262 -3.4657 5.1197  0.198
H: -2.9137 -5.0305 5.3116  0.373
H: -3.3302 -5.5536 2.8998  0.335
H: -4.3665 -2.6726 2.7513  -0.044
H: -5.3089 -4.1334 2.5126  0.520
H: -4.0274 -3.7213 1.3685  0.268
H: -0.8078 -1.9246 4.9243  0.486
H: -2.4900 -1.5883 4.5270  0.172
H: 0.8104 0.0333 5.6459  -0.065
H: 0.2482 2.9457 6.4024  0.323
H: 1.3144 2.3882 5.0996  0.263
H: 1.7304 2.0743 6.7834  0.463
H: -1.1668 1.2143 7.6809  0.308
H: 0.2680 0.2821 8.1003  0.458
H: -1.0577 -0.4952 7.2395  0.310
H: -3.9471 1.3371 2.2160  0.362
H: -3.7324 0.3643 5.1182  0.233
H: -4.3317 -0.5708 3.7193  -0.148
H: -5.2056 0.8351 4.3004  0.581
H: -2.8164 2.7583 4.6902  0.192
H: -4.2697 3.2224 3.8116  0.516
H: -2.7043 3.3420 3.0205  0.206
H: 0.1607 -3.9857 4.3493  0.643
H: 2.0432 -4.8872 2.1138  0.248
H: 0.4959 -5.6353 2.5401  0.371
H: 1.8623 -5.7132 3.6555  0.440
H: 2.8850 -2.8882 3.4521  0.480
H: 2.4255 -3.4297 5.0496  0.450
H: 1.7138 -1.9514 4.3873  0.420

=====

Entry 2:
C8H11NPPtS | ωB97M-V/def2-TZVPD

Calculated values
spin multiplicity	3
charge	-1
LUMO level (spin up / spin down)	2.932 / 2.814	eV

Each line ends with the Mulliken charge.
Atoms and positions in Å:
C: -2.6202 -0.6891 0.2218  -0.412
C: -2.0518 -1.3062 -0.9700  -0.585
C: -1.4502 -0.2876 -1.7503  -0.217
C: -1.6523 0.9825 -1.0836  -0.611
C: -2.4395 0.7480 0.0972  -0.702
Pt: -0.4201 -0.3333 0.4226  0.252
P: 0.3093 -1.5087 2.1479  0.032
H: -3.2052 -1.1945 0.9832  0.520
H: -2.1222 -2.3712 -1.2159  0.315
H: -0.9908 -0.3930 -2.7372  0.296
H: -2.8609 1.5118 0.7458  0.331
H: -1.4066 1.9479 -1.5022  0.438
H: 1.6536 -1.9879 1.9478  0.041
H: -0.5018 -2.6833 2.2911  0.045
H: 0.2465 -0.7801 3.3926  0.023
S: 3.0300 1.8986 -1.5914  -0.355
C: 3.5473 1.1814 -0.0824  -0.434
C: 2.4892 0.5528 0.5321  -0.435
N: 1.2934 0.6340 -0.2083  -0.019
C: 1.4318 1.3349 -1.3511  -0.293
H: 4.5593 1.2188 0.2870  0.393
H: 2.5278 0.0091 1.4790  0.128
H: 0.6332 1.5150 -2.0556  0.250

=====

The records above yield maximum force values of 3.96, 3.71 eV/A, respectively.
The records above yield relative energy (zero: lowest compared OMol25 entry of this formula, charge and spin) values of 30.3, 0.0 kcal per mole, respectively.